# 1
This record from the OMol25 dataset describes 6 unconnected molecules or ions with the total composition C20H22N6O4. The level of theory is ωB97M-V/def2-TZVPD.

Structure (ORCA input):
```
! RIJCOSX wB97M-V def2-TZVPD def2/J DEFGRID3
* xyz 0 1
C 2.927 -1.513 -1.095
C 1.450 -1.703 -1.116
N 0.326 -1.845 -1.083
H 3.483 -2.379 -1.452
H 3.251 -1.345 -0.068
H 3.244 -0.669 -1.708
C 8.617 -5.974 -0.497
C 8.195 -6.036 0.914
N 7.910 -6.163 2.042
H 7.691 -5.909 -1.069
H 9.048 -6.909 -0.856
H 9.292 -5.144 -0.704
C -5.779 0.655 2.385
C -6.743 -0.346 2.989
N -7.413 -1.125 3.475
H -6.182 1.356 1.654
H -4.875 0.278 1.905
H -5.454 1.233 3.250
C 11.227 1.096 -3.663
C 10.039 0.700 -2.929
N 9.088 0.346 -2.446
H 11.149 2.141 -3.961
H 11.371 0.385 -4.477
H 12.086 0.986 -3.000
C 0.643 3.991 9.152
C 0.139 2.805 8.626
C 0.319 2.561 7.310
C 1.155 3.373 6.530
C 1.663 4.504 7.079
C 1.388 4.908 8.389
N 1.523 3.000 5.066
O 0.851 2.137 4.521
O 2.455 3.645 4.552
H 0.354 4.344 10.131
H -0.398 2.138 9.283
H -0.014 1.632 6.872
H 2.146 5.227 6.437
H 1.834 5.856 8.652
C -6.814 -2.015 -5.315
C -8.025 -2.477 -5.895
C -8.611 -1.629 -6.845
C -8.120 -0.279 -7.068
C -6.921 0.039 -6.482
C -6.223 -0.746 -5.634
N -8.905 0.646 -7.939
O -10.025 0.256 -8.374
O -8.440 1.740 -8.087
H -6.274 -2.749 -4.736
H -8.370 -3.464 -5.627
H -9.560 -1.939 -7.257
H -6.452 0.991 -6.686
H -5.267 -0.612 -5.149
*
```

Values from the calculation:
relative energy (zero: lowest compared OMol25 entry of this formula, charge and spin)	11.763	eV
HOMO level	-9.932	eV
E_LUMO	-0.020	Eh
SMILES string	O=[N+]([O-])c1ccccc1.O=[N+]([O-])c1ccccc1.CC#N.CC#N.CC#N.CC#N



# 2
This record from the OMol25 dataset describes a molecular structure, C20H22O10P2SSbW. The level of theory is ωB97M-V/def2-TZVPD.

Structure (ORCA input):
```
! RIJCOSX wB97M-V def2-TZVPD def2/J DEFGRID3
* xyz 3 1
W 0.614 0.115 2.560
O 3.809 -1.097 0.387
P 2.886 -0.637 1.502
O 1.554 -1.431 1.752
O 2.164 0.693 1.235
O 3.689 -0.558 2.866
P 2.768 -0.172 4.211
O 3.727 0.044 5.364
O 1.665 -1.182 4.237
O 2.012 1.096 3.772
H 4.581 -1.674 0.529
H 4.132 -0.654 5.905
C 0.018 3.244 3.265
O 0.566 2.299 2.276
H 0.815 3.584 3.919
H -0.738 2.714 3.834
H -0.430 4.065 2.714
H 1.395 2.622 1.891
O -0.523 0.287 4.213
C -0.956 -0.934 4.172
O -0.586 -1.553 3.149
H -1.581 -1.356 4.959
S -1.244 0.468 1.308
Sb -0.827 -0.087 -1.157
C 0.065 1.614 -1.891
C 1.452 1.702 -2.052
C 1.984 2.838 -2.634
C 1.145 3.874 -3.037
C -0.231 3.785 -2.863
C -0.783 2.652 -2.289
C 0.249 -1.847 -1.272
C -0.218 -2.953 -0.557
C 0.393 -4.179 -0.753
C 1.442 -4.296 -1.661
C 1.893 -3.193 -2.375
C 1.303 -1.952 -2.184
C -2.824 -0.354 -1.672
C -3.070 -1.340 -2.625
C -4.372 -1.497 -3.080
C -5.387 -0.696 -2.575
C -5.121 0.276 -1.615
C -3.828 0.461 -1.153
H 2.109 0.901 -1.739
H 3.052 2.917 -2.786
H 1.570 4.756 -3.498
H -0.875 4.591 -3.188
H -1.859 2.575 -2.184
H -1.049 -2.868 0.134
H 0.042 -5.049 -0.215
H 1.901 -5.263 -1.825
H 2.691 -3.301 -3.098
H 1.637 -1.104 -2.769
H -2.284 -1.979 -3.011
H -4.590 -2.251 -3.824
H -6.400 -0.831 -2.930
H -5.921 0.892 -1.230
H -3.625 1.222 -0.410
*
```

Values from the calculation:
relative energy (zero: lowest compared OMol25 entry of this formula, charge and spin)	0.033	eV
HOMO level	-17.285	eV
E_LUMO	-0.449	Eh



# 3
This record from the OMol25 dataset describes a molecular structure, C20H23B2F9MoN3O8. The level of theory is ωB97M-V/def2-TZVPD.

Structure (ORCA input):
```
! RIJCOSX wB97M-V def2-TZVPD def2/J DEFGRID3
* xyz 1 3
Mo -2.266 2.226 1.674
O -4.789 4.719 4.035
C -3.619 4.317 3.627
O -3.508 3.299 2.957
C -2.468 5.200 4.027
O -1.275 4.775 3.448
C -0.363 4.078 4.269
C -0.186 2.602 3.919
O 0.431 1.881 4.652
O -0.672 2.200 2.750
H -5.477 4.143 3.648
H -2.430 5.234 5.121
H -2.701 6.208 3.677
H -0.628 4.139 5.326
H 0.622 4.534 4.149
C 1.619 -4.295 1.669
C 0.320 -4.216 0.883
N -0.118 -2.826 0.671
C -1.054 -2.316 1.481
C -1.504 -1.020 1.444
C -2.588 -0.672 2.435
O -3.084 -1.544 3.101
O -2.920 0.598 2.531
C -0.951 -0.146 0.489
O -1.258 1.069 0.336
C 0.050 -0.691 -0.406
C 0.583 0.137 -1.401
C 1.509 -0.375 -2.260
F 1.986 0.395 -3.255
C 1.961 -1.698 -2.170
C 1.428 -2.515 -1.194
C 0.457 -2.029 -0.308
N 2.923 -2.240 -3.081
C 2.383 -2.663 -4.372
C 3.260 -3.816 -4.884
N 4.607 -3.698 -4.223
C 5.078 -2.275 -4.205
C 4.159 -1.476 -3.264
H 1.906 -5.338 1.804
H 1.492 -3.847 2.655
H 2.433 -3.775 1.164
H -0.482 -4.717 1.420
H 0.395 -4.706 -0.087
H -1.487 -2.980 2.219
H 0.233 1.158 -1.494
H 1.796 -3.528 -1.125
H 2.365 -1.840 -5.096
H 1.360 -3.009 -4.247
H 3.415 -3.779 -5.960
H 2.858 -4.791 -4.614
H 5.285 -4.306 -4.682
H 4.502 -4.003 -3.253
H 5.027 -1.920 -5.232
H 6.116 -2.256 -3.882
H 4.002 -0.490 -3.703
H 4.626 -1.341 -2.289
F -1.752 3.819 0.671
B -1.750 4.364 -1.214
F -2.936 4.958 -1.213
F -0.644 5.106 -1.159
F -1.645 3.137 -1.751
F -5.397 3.960 0.930
B -5.480 2.607 0.770
F -6.080 2.157 -0.347
F -5.788 1.945 1.922
F -3.888 2.172 0.494
*
```

Values from the calculation:
relative energy (zero: lowest compared OMol25 entry of this formula, charge and spin)	0.565	eV
HOMO level (spin up / spin down)	-10.859 / -11.857	eV
expectation value of S²	2.008
E_LUMO (spin up / spin down)	-0.130 / -0.130	Eh



# 4
This record from the OMol25 dataset describes a molecular structure, C20H23BBrLuO4. The level of theory is ωB97M-V/def2-TZVPD.

Structure (ORCA input):
```
! RIJCOSX wB97M-V def2-TZVPD def2/J DEFGRID3
* xyz 0 1
Lu 0.854 -0.253 -0.636
C 1.914 -4.136 1.504
C 1.043 -3.221 0.687
O 1.546 -2.133 0.332
C -0.290 -3.632 0.329
C -0.736 -4.938 0.640
C -1.964 -5.395 0.255
C -2.816 -4.544 -0.468
C -2.433 -3.267 -0.772
C -1.170 -2.754 -0.387
O -0.868 -1.533 -0.686
H 2.851 -3.633 1.723
H 2.123 -5.051 0.949
H 1.422 -4.410 2.437
H -0.088 -5.603 1.193
H -2.274 -6.402 0.499
H -3.786 -4.909 -0.783
H -3.085 -2.598 -1.318
C 0.198 4.462 1.677
C -0.758 3.342 1.267
C -1.995 3.943 0.620
O -0.057 2.516 0.313
B 0.497 1.407 0.978
O 0.014 1.373 2.273
C -1.044 2.340 2.423
C -0.989 2.939 3.817
C -2.357 1.578 2.233
H 0.520 4.989 0.779
H 1.082 4.056 2.169
H -0.292 5.172 2.343
H -1.693 4.654 -0.149
H -2.584 4.476 1.369
H -2.618 3.181 0.155
H -0.004 3.348 4.032
H -1.205 2.162 4.551
H -1.737 3.728 3.918
H -2.422 1.178 1.220
H -3.221 2.215 2.429
H -2.372 0.740 2.929
Br 4.350 1.050 -6.733
C 3.359 0.647 -5.151
C 3.201 1.618 -4.180
C 2.480 1.304 -3.036
C 1.893 0.045 -2.804
C 2.093 -0.888 -3.834
C 2.808 -0.611 -4.991
H 3.634 2.601 -4.314
H 2.372 2.095 -2.294
H 1.671 -1.887 -3.749
H 2.934 -1.364 -5.758
*
```

Values from the calculation:
relative energy (zero: lowest compared OMol25 entry of this formula, charge and spin)	0.000	eV
HOMO level	-8.205	eV
E_LUMO	-0.024	Eh



no.,total energy (Eh)
1,-1404.51077
2,-2915.20605
3,-2559.14231
4,-4911.37782